--- A ---
# C5H10N2O2

One molecule with the formula C5H10N2O2 (wB97M-V/def2-TZVPD, the OMol25 dataset).

Calculated values
- SMILES: C[C@]12C[C@@]1(O)OC2(N)N
- HOMO level: -8.6 eV
- Gap between HOMO and LUMO: 9.4 eV

```
! wB97M-V def2-TZVPD RIJCOSX def2/J DEFGRID3
* xyz 0 1
C 0.1427 -1.3810 1.1543
C -0.3079 -0.2856 0.2359
C -1.6622 -0.4319 -0.4252
C -0.4236 -0.4594 -1.2511
O 0.0554 -1.6725 -1.7979
O 0.3175 0.7381 -1.4609
C 0.5198 0.9223 -0.0045
N -0.0439 2.1398 0.4676
N 1.8872 0.8899 0.3570
H -0.0200 -2.3692 0.7105
H 1.2041 -1.3216 1.4087
H -0.4314 -1.3441 2.0855
H -2.2031 -1.3574 -0.2734
H -2.3018 0.4402 -0.4924
H -0.6468 -2.1985 -2.2111
H 0.4519 2.9402 0.0861
H -0.9990 2.2494 0.1391
H 2.0309 0.8819 1.3610
H 2.4301 1.6195 -0.0890
*
```

Atomic partial charges in e from the Mulliken method, atoms 1 to 8: -1.604 0.751 -1.131 0.442 -0.515 -0.499 0.941 -0.603

***

--- B ---
# C5H10N2O2

One molecule with the formula C5H10N2O2 (wB97M-V/def2-TZVPD, the OMol25 dataset).

Calculated values
- SMILES: C/N=C(N)\C=C(\O)OC
- HOMO level: -8.7 eV
- Gap between HOMO and LUMO: 9.5 eV

```
! wB97M-V def2-TZVPD RIJCOSX def2/J DEFGRID3
* xyz 0 1
C -1.0157 1.6739 -0.9548
N -1.1074 0.2986 -1.3555
C -0.1769 -0.5427 -1.1442
N -0.3819 -1.8458 -1.5486
C 1.1518 -0.3029 -0.5374
C 1.3997 0.1827 0.6781
O 2.6057 0.4139 1.2108
O 0.5330 0.3725 1.7549
C -0.6545 -0.4076 1.8309
H -1.2100 2.2920 -1.8351
H -1.7944 1.8908 -0.2201
H -0.0462 1.9748 -0.5436
H -1.1464 -1.9749 -2.1927
H 0.4365 -2.4023 -1.7287
H 2.0125 -0.4445 -1.1743
H 2.2649 0.6204 2.1704
H -1.4292 -0.0080 1.1784
H -0.9827 -0.3490 2.8677
H -0.4589 -1.4420 1.5438
*
```

Atomic partial charges in e from the Mulliken method, atoms 1 to 8: -0.737 -0.597 0.528 -0.455 -0.670 0.678 -0.566 -0.469

***

--- C ---
# C5H10N2O2

C5H10N2O2 as an isolated structure (wB97M-V/def2-TZVPD, the OMol25 dataset).

Calculated values
- HOMO level: -8.3 eV
- Gap between HOMO and LUMO: 8.0 eV

```
! wB97M-V def2-TZVPD RIJCOSX def2/J DEFGRID3
* xyz 0 1
C -2.2213 -1.3546 0.3433
C 0.3419 -1.2214 0.4525
O -1.0073 -0.9756 -0.3366
O 0.2878 -1.1683 1.6536
H 0.8952 -1.9288 -0.1670
H -2.3762 -2.4233 0.1973
H -2.1478 -1.1260 1.4072
H -3.0309 -0.7930 -0.1192
C 1.7422 1.3503 0.6936
C 1.2107 0.3919 -0.3377
C -0.7341 0.6927 -0.4401
N 1.7685 0.0572 -1.4265
N -1.1361 1.3051 -1.4486
H 2.6686 0.5252 -1.5702
H -0.9823 0.8604 -2.3474
H -0.8919 1.0069 0.5880
H 1.4133 1.0634 1.6942
H 1.3658 2.3554 0.4859
H 2.8340 1.3825 0.6777
*
```

Atomic partial charges in e from the Mulliken method, atoms 1 to 8: -0.753 0.113 -0.229 -0.541 0.419 0.259 0.362 0.313

***

--- D ---
# C5H10N2O2

One molecule with the formula C5H10N2O2 (wB97M-V/def2-TZVPD, the OMol25 dataset).

Calculated values
- SMILES: COC(N)(N)C(C)=C=O
- HOMO level: -8.5 eV
- Gap between HOMO and LUMO: 9.3 eV

```
! wB97M-V def2-TZVPD RIJCOSX def2/J DEFGRID3
* xyz 0 1
C -1.1570 2.0104 0.4666
O -0.3555 1.0117 1.0524
C -0.2638 -0.4705 0.4192
N 0.0108 -1.3547 1.4857
N -1.4250 -0.8167 -0.2805
C 0.9363 -0.1897 -0.4430
C 1.4610 -1.1722 -1.4494
C 1.4857 0.9733 -0.1410
O 2.1599 1.9338 -0.1104
H -1.8568 1.6314 -0.2872
H -1.7348 2.4914 1.2586
H -0.5232 2.7494 -0.0337
H -0.7656 -1.4468 2.1311
H 0.8350 -1.0704 1.9979
H -1.3332 -1.1007 -1.2424
H -2.2612 -0.9007 0.2816
H 2.3737 -0.7877 -1.9021
H 1.6926 -2.1280 -0.9742
H 0.7209 -1.3633 -2.2291
*
```

Atomic partial charges in e from the Mulliken method, atoms 1 to 8: -0.733 -0.533 1.283 -0.561 -0.433 -0.523 -1.525 0.766

***

Each structure's energy above the most stable one, in hartree: A 0.0350; B 0.0000; C 0.1398; D 0.0127.

***

--- A ---
# C11H11NOS

C11H11NOS as an isolated structure (wB97M-V/def2-TZVPD, the OMol25 dataset).

Calculated values
- HOMO level: -8.5 eV
- Gap between HOMO and LUMO: 9.2 eV

```
! wB97M-V def2-TZVPD RIJCOSX def2/J DEFGRID3
* xyz 0 1
C -2.1562 -2.1421 -0.0868
C -3.2270 -1.3326 0.2646
C -0.9036 -1.5880 -0.2592
C -3.0485 0.0314 0.3651
C -0.6953 -0.2234 -0.0906
C -1.7944 0.6121 0.1626
C -0.7237 2.6804 -0.0421
C 0.6792 2.2398 -0.0964
C 2.8224 -0.3447 -0.7598
C 2.8846 -0.9664 0.6301
C 0.7028 0.2671 -0.0835
N -1.7733 1.9971 0.1275
O 1.4659 -0.2232 -1.1107
S 1.5340 -0.1255 1.5133
H -2.2862 -3.2084 -0.2084
H -4.1951 -1.7741 0.4474
H -0.0638 -2.2197 -0.5138
H -3.8703 0.6876 0.6067
H -0.8831 3.7526 -0.1587
H 1.1988 2.5456 -0.9957
H 1.2339 2.4885 0.8038
H 3.3107 0.6416 -0.7552
H 3.2852 -0.9783 -1.5191
H 2.6802 -2.0391 0.6149
H 3.8229 -0.7784 1.1439
*
```

Atomic partial charges in e from the Mulliken method, atoms 1 to 8: -0.655 -0.483 -0.537 -0.331 0.133 0.109 -0.050 -0.801

***

--- B ---
# C11H11NOS

One molecule with the formula C11H11NOS (wB97M-V/def2-TZVPD, the OMol25 dataset).

Calculated values
- SMILES: C[C@]12SCCN1C(=O)c1ccccc12
- HOMO level: -8.9 eV
- Gap between HOMO and LUMO: 9.4 eV

```
! wB97M-V def2-TZVPD RIJCOSX def2/J DEFGRID3
* xyz 0 1
C -0.7789 -1.1948 -1.4938
C -0.6258 -0.4649 -0.1349
S -1.7271 -1.1334 1.2533
C -3.0022 0.2139 1.0080
C -2.4064 1.1047 -0.1375
N -1.0381 0.8947 -0.2101
C -0.0247 1.7562 0.0246
O -0.0354 2.9572 0.0594
C 1.1602 0.8187 0.1693
C 2.5534 1.1106 0.1542
C 3.5107 0.1032 0.3553
C 3.0053 -1.2116 0.5096
C 1.6290 -1.5716 0.3067
C 0.7700 -0.5014 0.1817
H -1.9077 -1.6394 -1.5460
H 0.0034 -2.0350 -1.5197
H -0.6495 -0.3895 -2.2785
H -3.1376 0.7161 1.8747
H -3.9851 -0.1864 0.7128
H -3.0159 0.7109 -0.9668
H -2.7273 2.2244 0.1399
H 2.9216 2.0764 0.0222
H 4.4633 0.3717 0.4905
H 3.6126 -2.0409 0.5215
H 1.4324 -2.6895 0.5035
*
```

Atomic partial charges in e from the Mulliken method, atoms 1 to 8: -1.186 1.157 -0.178 -0.609 -0.755 0.148 0.203 -0.680

***

Each structure's energy above the most stable one, in hartree: A 0.0210; B 0.0000.

***

--- A ---
# B3CsF12

B3CsF12 as an isolated structure (wB97M-V/def2-TZVPD, the OMol25 dataset).

Calculated values
- HOMO level: -5.8 eV
- Gap between HOMO and LUMO: 10.1 eV

```
! wB97M-V def2-TZVPD RIJCOSX def2/J DEFGRID3
* xyz -2 1
Cs -0.8298 0.3230 0.8327
B -0.2886 2.0065 -2.0875
F 0.7579 1.6137 -1.2621
F 0.0779 3.0803 -2.9380
F -0.6976 0.9328 -2.9047
F -1.3907 2.3400 -1.2697
B 2.1225 0.8786 2.2979
F 2.4534 0.4018 1.0227
F 1.3895 2.0482 2.1250
F 1.2364 -0.0859 2.8559
F 3.2497 1.0301 3.1134
B -1.6484 -2.9231 -0.3821
F -0.2907 -3.1199 -0.7121
F -2.1682 -1.9028 -1.1951
F -2.3737 -4.1200 -0.4727
F -1.5998 -2.5033 0.9764
*
```

Atomic partial charges in e from the Mulliken method, atoms 1 to 8: 1.171 0.473 -0.333 -0.405 -0.384 -0.425 0.475 -0.346

***

--- B ---
# B3CsF12

B3CsF12 as an isolated structure (wB97M-V/def2-TZVPD, the OMol25 dataset).

Calculated values
- HOMO level: -6.0 eV
- Gap between HOMO and LUMO: 10.2 eV

```
! wB97M-V def2-TZVPD RIJCOSX def2/J DEFGRID3
* xyz -2 1
Cs -22.7559 22.0612 11.7855
B -25.3601 19.1041 12.2402
F -24.1497 19.8486 12.2905
F -25.3923 18.2018 13.3365
F -26.4546 19.9687 12.3099
F -25.3976 18.3643 11.0392
B -19.5986 21.2829 13.2347
F -19.8006 21.5401 11.8533
F -19.0428 22.4252 13.8530
F -20.8411 20.9971 13.8349
F -18.7033 20.2053 13.3663
B -24.3396 24.2420 13.8129
F -25.5534 23.9623 13.1709
F -24.5255 25.2304 14.7950
F -23.7677 23.0885 14.3610
F -23.4304 24.7373 12.8108
*
```

Atomic partial charges in e from the Mulliken method, atoms 1 to 8: 1.231 0.472 -0.348 -0.400 -0.400 -0.411 0.600 -0.442

***

Each structure's energy above the most stable one, in hartree: A 0.0043; B 0.0000.

***

--- A ---
# C3H6N2O3

One molecule with the formula C3H6N2O3 (wB97M-V/def2-TZVPD, the OMol25 dataset).

Calculated values
- SMILES: [H]/N=C(/N)OCOC=O
- HOMO level: -9.8 eV
- Gap between HOMO and LUMO: 10.5 eV

```
! wB97M-V def2-TZVPD RIJCOSX def2/J DEFGRID3
* xyz 0 1
H -0.0277 1.1812 1.0721
N 0.7895 1.4509 0.4314
C 1.3856 0.3922 0.0025
N 2.6646 0.1069 -0.5431
O 0.7847 -0.8269 0.1963
C -0.5378 -0.9303 0.7100
O -1.5832 -0.8251 -0.3468
C -2.4839 0.1338 -0.5126
O -2.2725 1.3320 -0.0213
H 3.1423 1.0180 -0.8523
H 2.5976 -0.6294 -1.3719
H -0.5225 -0.1301 1.4268
H -0.5816 -1.9052 1.0331
H -3.3552 -0.3681 -1.2243
*
```

Atomic partial charges in e from the Mulliken method, atoms 1 to 8: 0.210 -0.711 0.700 -0.512 -0.413 -0.399 -0.271 0.318

***

--- B ---
# C3H6N2O3

A 2-piece molecular cluster, C3H6N2O3 overall (wB97M-V/def2-TZVPD, the OMol25 dataset).

Calculated values
- HOMO level: -9.8 eV
- Gap between HOMO and LUMO: 9.6 eV

```
! wB97M-V def2-TZVPD RIJCOSX def2/J DEFGRID3
* xyz 0 1
C 0.6811 -1.2543 0.4999
C -0.0088 0.6021 -0.4707
C -0.8166 1.8068 -0.1875
H 0.1832 -1.5573 2.3177
H 1.1790 -2.8545 1.6431
H 0.7940 -1.3019 -1.2607
H -0.3769 2.2421 0.8263
H -1.9388 1.5272 0.0470
H -1.0289 1.6717 -2.3761
N 0.8521 -1.8355 1.7327
N 0.9904 -1.8234 -0.4530
O 0.0417 -0.0337 0.7084
O 0.0932 0.1032 -1.5857
O -0.6450 2.7074 -1.4415
*
```

Atomic partial charges in e from the Mulliken method, atoms 1 to 8: 0.255 0.847 -0.392 0.183 0.295 0.461 0.285 0.219

***

Each structure's energy above the most stable one, in hartree: A 0.0000; B 0.0868.

***

--- A ---
# C10H10BBrO2

One molecule with the formula C10H10BBrO2 (wB97M-V/def2-TZVPD, the OMol25 dataset).

Calculated values
- SMILES: C=C/C=c1/cccc/c1=C(\Br)B(O)O
- HOMO level: -7.2 eV
- Gap between HOMO and LUMO: 6.8 eV

```
! wB97M-V def2-TZVPD RIJCOSX def2/J DEFGRID3
* xyz 0 1
C -1.0647 1.4247 1.4038
C -0.6884 1.9206 0.2556
C 0.5179 1.5357 -0.4670
C 0.9876 0.3013 -0.3843
C 2.3174 0.0342 -0.7653
C 2.9830 -0.8143 0.0739
C 2.3198 -1.5761 1.0212
C 0.9992 -1.7027 1.0055
C 0.1967 -0.8010 0.2562
C -1.0996 -1.0421 -0.0468
Br -2.0423 -2.6076 0.7478
B -2.1131 -0.2373 -1.0015
O -3.1832 0.2788 -0.4351
O -1.7107 -0.0448 -2.2492
H -1.8802 1.8076 1.9531
H -0.5626 0.7240 2.0333
H -1.5425 2.4703 -0.1564
H 1.0368 2.2330 -1.1960
H 2.9440 0.7229 -1.2933
H 4.0196 -1.0680 -0.0736
H 2.9898 -2.2537 1.6401
H 0.6059 -2.4557 1.4869
H -3.6668 0.9054 -0.9207
H -2.3637 0.2447 -2.8883
*
```

Atomic partial charges in e from the Mulliken method, atoms 1 to 8: -0.723 -0.228 -0.483 1.553 -1.426 -0.213 -0.672 -0.843

***

--- B ---
# C10H10BBrO2

One molecule with the formula C10H10BBrO2 (wB97M-V/def2-TZVPD, the OMol25 dataset).

Calculated values
- SMILES: C=C/C=c1/cccc/c1=C(/Br)B(O)O
- HOMO level (spin up / spin down): -7.8 / -7.8 eV
- Gap between HOMO and LUMO (spin up / spin down): 7.3 / 7.3 eV

```
! wB97M-V def2-TZVPD RIJCOSX def2/J DEFGRID3
* xyz 0 1
C 0.8661 1.2475 -1.8716
C 1.9903 0.3475 -1.6031
C 1.9247 -0.8412 -0.9633
C 0.7653 -1.2120 -0.1959
C 0.6903 -2.5618 0.2240
C -0.1558 -2.9410 1.2146
C -1.0013 -2.0534 1.8362
C -1.0313 -0.7632 1.3700
C -0.1352 -0.2693 0.3923
C -0.0344 1.1972 0.2944
Br 1.2554 2.0298 1.5420
B -1.2268 2.0890 0.0143
O -1.3568 3.2889 0.6146
O -2.2877 1.5650 -0.7228
H 0.9485 2.2809 -1.9573
H -0.0499 0.9433 -2.3581
H 2.9463 0.6183 -2.0130
H 2.8286 -1.3860 -0.9612
H 1.0363 -3.3760 -0.4377
H -0.0834 -3.9906 1.5608
H -1.3450 -2.5198 2.7713
H -1.6569 0.0364 1.8232
H -2.0285 3.9069 0.3074
H -2.8587 2.3635 -0.8810
*
```

Atomic partial charges in e from the Mulliken method, atoms 1 to 8: -0.952 -0.217 -0.732 1.126 -0.761 -0.334 -0.747 -0.324

***

Each structure's energy above the most stable one, in hartree: A 0.0196; B 0.0000.

***

--- A ---
# C4H11N2S

An isolated ion of composition C4H11N2S and charge -1 (wB97M-V/def2-TZVPD, the OMol25 dataset).

Calculated values
- SMILES: NCCNCC[S-]
- HOMO level: -2.4 eV
- Gap between HOMO and LUMO: 6.1 eV

```
! wB97M-V def2-TZVPD RIJCOSX def2/J DEFGRID3
* xyz -1 1
N 0.8639 -1.5703 1.1385
C 1.3356 -1.3137 -0.2432
C 1.0654 0.0563 -0.8874
N -0.2416 0.3713 -1.4237
C -1.2360 0.5756 -0.2990
C -1.0318 1.6240 0.7568
S -2.3907 1.5337 2.0106
H 1.0209 -0.7353 1.6899
H -0.1203 -1.7694 1.0843
H 0.8437 -2.1226 -0.8288
H 2.3781 -1.6793 -0.2283
H 1.2620 0.8195 -0.1377
H 1.8532 0.1857 -1.6613
H -0.6240 -0.3386 -2.0288
H -2.2069 0.7372 -0.7853
H -1.4662 -0.4246 0.1021
H -0.2211 1.4537 1.4732
H -1.0842 2.5968 0.2681
*
```

Atomic partial charges in e from the Mulliken method, atoms 1 to 8: -0.657 -0.592 -0.516 -0.418 -0.626 -0.561 -0.683 0.266

***

--- B ---
# C4H11N2S

An isolated ion of composition C4H11N2S and charge -1 (wB97M-V/def2-TZVPD, the OMol25 dataset).

Calculated values
- SMILES: C[C@H](C[S-])NCN
- HOMO level: -2.4 eV
- Gap between HOMO and LUMO: 5.9 eV

```
! wB97M-V def2-TZVPD RIJCOSX def2/J DEFGRID3
* xyz -1 1
C 0.1729 -0.5237 -1.6487
C -0.6584 -0.8616 -0.4269
C -1.9910 -0.0157 -0.2537
S -3.2721 0.0392 -1.5410
N 0.3251 -0.7476 0.7266
C 0.9457 0.5238 0.7379
N 1.9701 0.7081 1.8784
H 0.7457 -1.3897 -1.9820
H -0.4160 -0.1004 -2.5281
H 1.0995 0.1363 -1.5137
H -0.8754 -1.8962 -0.2983
H -2.5251 -0.4761 0.5786
H -1.7231 1.0071 0.4141
H -0.2385 -0.9217 1.5937
H 0.1831 1.1829 0.3421
H 1.7043 0.8286 0.0053
H 1.6661 1.5479 2.4113
H 2.8871 0.9588 1.5045
*
```

Atomic partial charges in e from the Mulliken method, atoms 1 to 8: -0.909 -0.057 -0.781 -0.594 -0.502 -0.246 -0.693 0.337

***

Each structure's energy above the most stable one, in hartree: A 0.0000; B 0.0646.